1.
The molecule C4H4N2S2, computed with ωB97M-V/def2-TZVPD.

**Energy**: -28861.11286 eV
**Lowest unoccupied orbital energy**: -0.09 eV
**Energy relative to the best compared isomer or geometry (same formula, charge and spin)**: 2.426 eV
**SMILES**: N#CC(S)(C#N)CS

```
12
Properties=species:S:1:pos:R:3:forces:R:3
N -0.131260 -2.186426 1.457650 0.4 2.5 -2.4
C 0.092421 -1.266690 0.756750 0.3 -1.8 3.6
C 0.449792 -0.018263 0.045138 -1.3 -1.9 -0.1
S 2.037146 -0.402195 -0.842638 -1.3 1.8 -0.7
C 0.660769 1.218758 0.832961 2.4 5.6 1.9
N 1.065632 2.300737 1.224808 -2.7 -6.4 -2.1
C -0.809158 0.032575 -0.938466 1.6 3.2 -1.5
S -2.439886 0.360601 -0.292798 -0.4 -0.9 0.4
H 1.773344 0.794037 -1.530284 0.9 -1.2 0.3
H -0.761817 -0.832854 -1.609654 0.0 0.4 0.2
H -0.603579 1.039863 -1.502713 -0.4 -2.0 0.4
H -2.867655 -0.934001 -0.145874 0.4 0.7 0.0
```
Positions in Å, forces in eV/Å.

=====

2.
A cluster of 2 separate species, C4H7NO in total, computed with ωB97M-V/def2-TZVPD.

**Energy**: -7796.72608 eV
**Lowest unoccupied orbital energy**: -0.12 eV
**Energy relative to the best compared isomer or geometry (same formula, charge and spin)**: 2.918 eV

```
13
Properties=species:S:1:pos:R:3:forces:R:3
C -1.114576 -2.026771 0.253453 1.4 -3.3 0.4
C -2.148607 0.251483 -0.047511 -0.3 2.7 0.7
C 2.463502 -0.847361 -0.154694 0.7 -1.3 -3.5
C -1.258425 1.479778 0.225281 2.6 -2.9 0.6
N -1.516365 -0.964513 0.142602 -1.8 2.3 -0.7
O -3.313282 0.425196 -0.331736 1.5 -1.2 0.1
H 1.606424 -0.864585 -0.928312 1.1 0.5 1.3
H 2.942401 0.173026 -0.102604 -0.8 -1.3 0.5
H 2.097554 -1.385940 0.713279 0.3 0.6 0.4
H -0.335084 1.407038 0.889920 -1.2 -1.0 -0.7
H -1.836413 2.136488 0.734803 -2.0 2.5 0.8
H -0.814175 1.786327 -0.683781 -0.1 0.8 -1.2
H 3.227050 -1.570166 -0.710704 -1.3 1.5 1.4
```
Positions in Å, forces in eV/Å.

=====

3.
A structure of composition C2HBrCl4, computed with ωB97M-V/def2-TZVPD.

**Energy**: -122220.85396 eV
**Lowest unoccupied orbital energy**: 0.13 eV
**Energy relative to the best compared isomer or geometry (same formula, charge and spin)**: 0.000 eV

```
8
Properties=species:S:1:pos:R:3:forces:R:3
C -0.936407 -0.100581 0.343298 2.3 -1.8 -1.8
C 0.893015 0.073713 -0.369141 -3.9 0.3 -0.2
Cl -0.779567 -0.285758 2.059645 -0.1 0.3 0.1
Cl -1.986738 1.215706 -0.194584 0.6 -0.7 0.5
Cl 0.536941 0.776280 -2.031205 0.9 -0.7 1.2
Cl 1.777216 1.094290 0.662860 0.3 0.9 0.2
Br 1.728314 -1.634128 -0.403033 -0.3 -0.2 -0.3
H -1.232771 -1.139524 -0.067838 0.3 2.0 0.3
```
Positions in Å, forces in eV/Å.

=====

4.
A cluster of 11 separate species, C16H57BNO11 in total, computed with ωB97M-V/def2-TZVPD.

**Energy**: -42199.10178 eV
**Lowest unoccupied orbital energy**: 1.98 eV
**Charge**: -1

```
86
Properties=species:S:1:pos:R:3:forces:R:3
C -0.826430 -1.460192 -1.722456 -0.7 -0.3 -0.5
C 0.442506 -1.161947 -2.709123 -0.5 -0.4 -0.6
C 0.492940 -2.444678 -3.781375 0.5 0.6 1.1
C 1.909006 -1.102739 -2.002039 0.6 0.2 -0.6
C 2.913187 0.025739 -2.720803 -0.4 -0.8 0.8
C 1.936129 -0.812482 -0.396361 2.1 -0.3 0.1
O 2.363436 -2.056943 0.269234 -1.0 3.0 -1.7
B 1.281589 -2.675091 1.057114 0.7 -1.2 0.5
N 1.524235 -4.202197 0.977616 1.2 -0.9 -1.2
H -1.834909 -1.434157 -2.358463 2.3 0.0 1.1
H -0.974727 -0.664902 -0.861750 0.6 -1.8 -1.6
H -0.746855 -2.564933 -1.305681 -0.1 2.5 -0.5
H 0.215778 -0.152676 -3.299797 0.6 -2.2 1.2
H 0.634048 -3.409773 -3.094553 -0.5 2.0 -1.6
H -0.473530 -2.493553 -4.444896 1.9 0.0 1.2
H 1.475806 -2.320690 -4.404007 -1.9 -0.3 0.8
H 2.441110 -2.151677 -2.202019 -1.2 2.2 0.8
H 2.418331 1.076036 -2.531710 1.2 -1.9 -0.6
H 3.948453 -0.076689 -2.137121 -2.2 0.5 -1.4
H 3.093769 -0.196609 -3.861986 -0.5 0.6 2.1
H 0.979417 -0.313002 0.052330 1.5 -1.2 -0.9
H 2.820874 -0.032346 -0.210445 -1.8 -1.4 -0.4
H 1.408323 -2.329040 2.189120 -0.1 0.3 1.1
H 0.192774 -2.470574 0.666502 -1.0 0.4 -0.4
H 1.407333 -4.415534 -0.058720 0.3 0.1 1.5
H 2.572035 -4.319266 1.121175 -1.6 0.0 -0.2
C -2.551272 -3.562956 2.867354 0.5 0.0 -0.1
O -1.290171 -3.411571 3.492579 0.0 -0.3 0.2
H -3.281411 -2.934982 3.383353 0.1 0.0 0.1
H -2.480555 -3.251875 1.822194 -0.2 -0.1 0.0
H -2.865693 -4.607745 2.927244 -0.3 0.0 -0.2
H -0.663564 -3.980049 3.013546 0.1 0.5 0.0
C -3.122654 0.800401 -3.612556 0.2 -0.1 -0.2
O -2.129933 -0.002807 -4.223751 -0.2 0.1 -0.4
H -3.064247 0.674317 -2.528857 0.1 0.0 -0.2
H -2.950085 1.849549 -3.864824 -0.2 0.2 0.2
H -4.110362 0.488514 -3.960680 -0.2 0.2 0.2
H -2.206196 0.129759 -5.183900 0.4 -0.2 0.4
C -3.468281 -5.140350 -0.740988 0.3 0.0 -0.1
O -2.207180 -4.988965 -0.115762 0.2 -0.3 -0.1
H -4.198421 -4.512376 -0.224988 0.2 -0.1 0.1
H -3.397564 -4.829269 -1.786146 -0.3 -0.1 0.0
H -3.782703 -6.185139 -0.681098 -0.3 0.0 -0.1
H -1.580573 -5.557442 -0.594795 -0.2 0.5 0.3
C -0.497794 0.137943 -8.034355 0.1 0.1 -0.1
O -1.610078 0.087164 -7.160030 -0.7 0.3 0.0
H 0.295847 -0.499284 -7.637134 -0.2 0.1 0.0
H -0.792772 -0.224423 -9.022185 0.2 0.0 -0.1
H -0.135232 1.166336 -8.104973 0.2 -0.1 -0.1
H -2.297353 0.661562 -7.538180 0.4 -0.4 0.2
C 2.957402 2.472178 1.846440 -0.3 0.1 0.0
O 2.554551 3.156936 0.674681 -0.4 0.6 -0.6
H 3.991694 2.141091 1.726721 -0.2 0.1 -0.1
H 2.889772 3.145436 2.704508 0.2 -0.1 -0.4
H 2.314288 1.602315 2.000628 0.2 0.0 0.2
H 1.633858 3.438355 0.810336 0.6 -0.2 -0.1
C 1.924325 5.481114 4.466083 0.0 0.1 0.2
O 0.969661 4.616504 3.878491 -0.4 -0.5 0.1
H 2.614410 5.826622 3.692702 -0.2 -0.1 0.1
H 1.415224 6.341341 4.907621 0.2 0.1 0.1
H 2.482635 4.940735 5.234401 0.2 0.2 0.0
H 0.371775 4.326357 4.588155 0.0 0.3 -0.2
C 1.266797 7.921951 1.617181 0.1 -0.1 -0.2
O 2.106208 8.761156 2.388754 0.5 0.4 0.0
H 0.486511 7.510337 2.261725 0.2 0.1 0.0
H 0.804891 8.504217 0.816095 -0.2 -0.2 -0.1
H 1.856148 7.104468 1.194787 -0.2 -0.1 -0.1
H 2.788017 9.111320 1.790592 -0.4 -0.2 0.4
C -3.391035 -6.752130 -4.694272 0.2 0.1 -0.1
O -2.551624 -5.912926 -3.922700 0.4 0.2 -0.2
H -4.171322 -7.163745 -4.049728 0.2 0.1 0.0
H -3.852942 -6.169865 -5.495358 -0.2 -0.2 -0.1
H -2.801685 -7.569614 -5.116667 -0.2 -0.2 -0.1
H -1.869816 -5.562761 -4.520861 -0.3 -0.1 0.5
C 2.321214 1.352061 5.597798 -0.1 0.1 -0.2
O 2.573970 2.029607 4.380733 -0.2 0.0 0.8
H 3.080389 0.579033 5.738482 -0.1 0.1 -0.1
H 2.368778 2.061518 6.427579 0.0 -0.1 0.3
H 1.333387 0.886569 5.558495 0.0 -0.2 0.2
H 1.885067 2.708713 4.283245 0.3 -0.2 -0.2
C -1.202408 3.909928 7.682159 -0.1 0.0 0.1
O -0.949653 4.587475 6.465094 -0.1 0.5 -0.4
H -0.443233 3.136901 7.822843 -0.1 0.2 -0.1
H -1.154844 4.619386 8.511940 0.0 -0.2 0.2
H -2.190236 3.444437 7.642856 0.1 -0.1 0.2
H -1.638555 5.266581 6.367606 0.5 -0.4 -0.1
```
Positions in Å, forces in eV/Å.

=====

5.
A structure of composition C30H57Cl12FGaO, computed with ωB97M-V/def2-TZVPD.

**Energy**: -239444.23316 eV
**Lowest unoccupied orbital energy**: 1.49 eV
**Charge**: -1

```
102
Properties=species:S:1:pos:R:3:forces:R:3
C 3.558763 2.181174 2.102387 -0.5 -0.9 0.1
C 3.372906 2.512887 0.934907 0.1 -0.5 0.4
Ga 2.954130 2.680749 -1.099297 -0.3 0.7 0.8
C 0.899469 2.507363 -1.249455 -0.1 0.1 -0.1
C 0.337492 2.761555 -2.712366 -0.8 -0.3 1.4
C -1.178948 2.226110 -2.745475 1.0 0.4 -0.6
C -2.068165 2.787464 -1.556908 -1.0 -0.5 -0.4
C -2.558526 1.641221 -0.566328 1.1 -0.3 0.5
C -1.981787 1.773724 0.910923 -1.4 0.7 -0.1
C -2.574289 0.665081 1.870549 0.6 0.1 0.2
C -1.816545 -0.749836 1.788783 -1.2 -0.1 0.6
C -2.329915 -1.726060 0.628942 0.4 0.5 0.2
C -1.325006 -1.891896 -0.586676 -0.6 -0.3 -0.3
C -0.445062 -3.213863 -0.549801 0.6 0.2 -1.1
C 1.121611 -2.973481 -0.483792 -0.1 -0.8 0.7
C 1.622974 -2.266417 0.840846 0.9 0.2 -0.5
C 1.819954 -0.697854 0.717605 -0.4 -0.4 0.8
C 3.996882 1.336052 -2.270013 0.7 -1.5 -0.7
C 4.934644 0.360128 -1.514499 -0.5 0.9 -0.2
O 5.493581 0.543404 -0.481977 -0.1 -0.4 -0.9
F 5.169166 -0.920115 -2.138689 -0.4 1.0 0.2
H 3.567152 1.606588 3.057221 0.2 1.2 -1.3
H 3.444070 4.150057 -1.544874 -0.1 -0.4 -0.1
H 0.487181 3.263238 -0.508432 0.4 -0.8 -0.9
H 0.520233 1.503487 -0.895686 0.4 0.8 -0.4
H 0.352072 3.866248 -2.922043 0.1 -1.0 0.0
H 0.992461 2.218946 -3.447076 -0.8 0.5 0.4
H -1.105748 1.093102 -2.742997 -0.3 1.2 0.2
H -1.650629 2.506797 -3.732717 0.4 -0.3 0.9
H -3.005038 3.209223 -2.038225 1.0 -0.3 0.6
H -1.577736 3.631745 -0.990986 -0.4 -1.0 -0.7
H -2.175948 0.658996 -0.965850 -0.6 0.9 0.3
H -3.680021 1.553421 -0.497080 1.0 0.3 -0.1
H -2.376238 2.769172 1.298209 0.5 -1.0 -0.4
H -0.859966 1.864508 0.940361 -1.1 -0.4 -0.1
H -2.439217 1.038760 2.934037 -0.1 -0.4 -1.1
H -3.711405 0.588881 1.717347 1.8 -0.1 0.1
H -0.708425 -0.568211 1.783778 -1.0 -0.2 -0.2
H -2.037509 -1.277905 2.771420 0.3 0.6 -1.0
H -3.304684 -1.319805 0.241285 0.9 -0.3 0.4
H -2.574636 -2.734180 1.087626 0.4 1.0 -0.6
H -1.962570 -1.938351 -1.524780 0.7 0.0 1.0
H -0.673562 -0.977868 -0.727049 -0.7 -1.0 0.4
H -0.627413 -3.748267 -1.536958 0.2 0.5 1.1
H -0.756525 -3.949651 0.247213 0.3 1.0 -0.6
H 1.595765 -4.005884 -0.498248 -0.5 1.1 -0.1
H 1.523817 -2.445666 -1.403629 -0.6 -0.4 1.1
H 1.013296 -2.557895 1.752984 0.4 0.4 -1.2
H 2.659751 -2.684016 1.047937 -1.1 0.5 -0.1
H 2.589306 -0.425437 -0.052730 -0.6 -0.3 0.8
H 0.881842 -0.138262 0.459107 0.9 -0.6 0.2
H 2.135569 -0.336755 1.740123 -0.1 -0.1 -1.3
H 3.278301 0.762683 -2.934360 0.9 0.4 0.7
H 4.650070 1.933463 -2.978728 -0.6 -0.6 0.9
Cl 7.896423 3.096135 1.232017 0.1 0.0 0.0
C 8.404569 1.527521 0.564401 0.0 -0.1 0.0
C 9.852681 1.216663 0.871351 -0.2 -0.2 0.1
Cl 10.976811 2.289117 -0.005976 0.1 0.0 0.0
H 8.215460 1.540729 -0.508711 0.0 0.0 0.1
H 7.760290 0.770557 1.012794 0.0 0.0 -0.1
H 10.084845 0.196467 0.562227 0.0 0.1 -0.1
H 10.064081 1.306122 1.936844 0.0 0.1 -0.1
Cl -6.354353 1.689335 3.500235 0.0 0.0 -0.1
C -6.958893 0.093423 4.015408 -0.1 -0.1 0.1
C -5.887587 -0.971759 3.950694 0.0 0.0 0.2
Cl -5.422581 -1.357720 2.274694 -0.2 -0.2 0.0
H -7.813410 -0.161703 3.391553 0.1 0.0 0.0
H -7.308422 0.204427 5.042624 0.1 0.0 0.0
H -6.258132 -1.895554 4.395804 -0.1 0.1 0.0
H -4.988903 -0.671158 4.490231 0.0 0.1 -0.2
Cl 5.794498 5.625961 -0.331828 0.0 0.1 0.0
C 5.521882 7.227707 -1.057763 0.1 0.0 0.0
C 4.155931 7.786046 -0.717813 0.0 0.2 0.0
Cl 2.841134 6.876963 -1.503819 0.0 0.2 0.1
H 5.660863 7.138613 -2.135468 -0.1 0.0 0.1
H 6.298610 7.888048 -0.667694 -0.1 0.0 0.0
H 4.080298 8.817213 -1.067796 0.1 -0.1 0.0
H 3.976899 7.777575 0.357412 0.0 -0.1 -0.1
Cl 8.149100 -1.969804 -6.759707 0.0 0.0 -0.1
C 8.764511 -1.787490 -5.096327 0.1 0.0 0.2
C 7.830375 -0.977224 -4.225359 0.0 -0.2 0.1
Cl 7.774262 0.735497 -4.710112 0.0 0.0 0.0
H 9.754607 -1.334910 -5.150847 -0.1 0.0 -0.1
H 8.871271 -2.793005 -4.687142 -0.1 0.1 0.0
H 8.175374 -1.001388 -3.190994 0.0 0.0 -0.1
H 6.814003 -1.368937 -4.252847 0.1 0.1 0.0
Cl -8.978701 -2.382708 5.259369 -0.1 0.0 0.1
C -9.805434 -3.355084 4.012591 -0.1 -0.2 -0.2
C -9.267841 -3.083483 2.624705 -0.1 -0.2 0.2
Cl -9.686208 -1.449144 2.049738 0.0 0.0 0.0
H -10.873692 -3.148032 4.075490 0.1 0.1 0.0
H -9.645649 -4.402211 4.272871 0.1 0.1 -0.1
H -9.702634 -3.787401 1.916372 0.0 0.0 0.1
H -8.184063 -3.188497 2.586019 -0.1 0.1 0.0
Cl -9.261299 -6.930858 1.695956 0.0 0.1 0.0
C -8.577604 -6.928940 0.049019 0.1 -0.1 -0.2
C -7.339179 -6.067466 -0.053224 0.1 -0.1 -0.1
Cl -7.712327 -4.335498 0.119811 0.1 -0.1 -0.2
H -9.354673 -6.596144 -0.638816 0.1 0.1 0.1
H -8.329518 -7.963418 -0.191770 0.0 0.1 0.1
H -6.878874 -6.195983 -1.033649 -0.1 0.0 0.0
H -6.602600 -6.332174 0.705245 -0.1 0.1 0.0
```
Positions in Å, forces in eV/Å.

=====

Number 1: M 144.2 g/mol, F_max 7.24 eV/Å, frontier orbital gap 10.0 eV. Number 2: M 85.1 g/mol, F_max 3.90 eV/Å, frontier orbital gap 11.2 eV. Number 3: M 246.7 g/mol, F_max 3.89 eV/Å, frontier orbital gap 10.3 eV. Number 4: M 450.4 g/mol, F_max 3.63 eV/Å, frontier orbital gap 5.4 eV. Number 5: M 947.9 g/mol, F_max 1.80 eV/Å, frontier orbital gap 6.5 eV.